# 1
Computed, not measured: a cluster of 5 separate species, C23H48BClF3N2O18S7 in total at a distorted geometry, with the ωB97M-V functional and the def2-TZVPD basis.

Atoms and positions in Å:
C -3.279758 3.153369 0.109026
C -2.074258 3.417131 -0.926959
C -1.003383 2.221182 -0.893475
C -0.719557 1.633552 -2.360454
O -1.382599 0.350015 -2.563209
C -0.790519 -0.423813 -3.593746
O 0.003913 0.214417 -4.592942
B -0.756322 0.655906 -5.737652
O -1.611604 1.820442 -5.664060
O -0.661082 -0.004702 -7.028194
S -2.326528 -1.122074 -4.441844
C -1.770374 -2.843978 -4.177896
Cl -2.867335 -4.104266 -4.832612
N -0.614705 -2.929416 -3.522517
C -0.210054 -4.376152 -3.294165
C -1.075096 -5.078620 -2.132314
C 0.153949 -1.694722 -3.107670
N 1.229788 -1.677692 -4.158408
C 2.305578 -2.281807 -3.765067
S 3.661005 -3.054527 -3.231216
S 0.682193 -1.697210 -1.308748
O -0.473222 -1.449233 -0.363564
O 1.263605 -3.029463 -0.877317
C 1.971898 -0.408020 -0.908656
F 1.510764 0.540941 0.009787
F 3.078428 -1.030234 -0.290068
F 2.482658 0.276254 -2.014053
H -3.146213 2.221005 0.749516
H -4.226374 2.970041 -0.514025
H -3.424886 4.095447 0.719611
H -2.536611 3.503111 -1.960573
H -1.527602 4.375004 -0.639283
H -1.375457 1.386001 -0.217342
H -0.008828 2.585981 -0.467863
H 0.403630 1.630237 -2.528572
H -1.154922 2.366475 -3.133216
H -1.498886 2.268995 -6.532340
H -1.514433 -0.450974 -7.209279
H -0.245318 -4.970348 -4.277109
H 0.883187 -4.457990 -2.950869
H -0.619091 -6.073337 -1.790417
H -2.145467 -5.306748 -2.433002
H -1.123447 -4.313000 -1.278985
O 6.768061 3.424667 -4.703722
S 6.020253 2.986291 -5.850872
O 4.966401 3.782579 -6.419666
O 5.450753 1.497911 -5.567011
C 4.672948 1.284693 -4.391259
C 3.260590 1.817649 -4.550007
C 7.152161 2.549491 -7.139310
H 5.165152 1.722231 -3.517863
H 4.632568 0.204241 -4.230953
H 3.257440 2.907072 -4.624928
H 2.644818 1.538194 -3.695917
H 2.801075 1.429708 -5.462788
H 7.930857 1.910902 -6.725342
H 7.587953 3.470981 -7.525637
H 6.605945 2.036856 -7.930128
O -1.919174 4.126462 4.955291
S -2.849660 3.156067 4.446712
O -3.427102 3.268333 3.133281
O -4.041912 2.951823 5.525379
C -4.770410 4.100120 5.964996
C -5.769987 4.558834 4.919994
C -2.130335 1.545644 4.603162
H -4.089604 4.909434 6.242967
H -5.309135 3.806650 6.868773
H -5.262937 4.942905 4.032152
H -6.403996 5.354269 5.316520
H -6.400983 3.727110 4.597651
H -1.726429 1.434227 5.608309
H -1.331111 1.465059 3.866089
H -2.895271 0.796119 4.404537
O 6.509176 -4.918285 -0.923744
S 6.636629 -3.671575 -0.215456
O 7.031280 -2.457709 -0.878934
O 7.583556 -3.893716 1.072862
C 8.886510 -4.448600 0.873352
C 9.854742 -3.421338 0.317102
C 5.133502 -3.363178 0.667338
H 8.835023 -5.332514 0.231354
H 9.240475 -4.780778 1.851623
H 9.579412 -3.130567 -0.698801
H 10.869340 -3.823820 0.289075
H 9.847723 -2.514371 0.925938
H 4.847997 -4.265001 1.206631
H 4.366010 -3.103018 -0.061681
H 5.291416 -2.531546 1.353034
O -5.723994 0.841463 8.271382
S -6.469896 0.423979 7.114275
O -7.519686 1.230609 6.551976
O -7.037905 -1.068178 7.365125
C -7.824092 -1.308943 8.534190
C -9.236964 -0.777713 8.379477
C -5.330462 0.011735 5.822729
H -7.337873 -0.888706 9.419158
H -7.862133 -2.391949 8.670760
H -9.243810 0.312958 8.327994
H -9.856831 -1.078991 9.226490
H -9.689967 -1.147644 7.456756
H -4.553027 -0.634433 6.228358
H -4.891408 0.940739 5.455078
H -5.871672 -0.486902 5.019209

Atoms 1-2, force components in eV/Å:
C -0.3 0.3 -1.0
C 0.0 -0.7 0.8

Values from the calculation:
Net charge   +1
Lowest unoccupied orbital energy   -5.2 eV
Frontier orbital gap   0.2555 hartree

# 2
Computed, not measured: an isolated molecule of C4H7NO, with the ωB97M-V functional and the def2-TZVPD basis.

Atoms and positions in Å:
O -1.982286 -0.787383 -1.468738
C -0.997909 -0.457856 -0.838842
C -0.347219 0.918940 -0.768803
C 0.531690 0.870964 0.490121
C 0.698833 -0.637306 0.820578
N -0.229485 -1.289428 -0.078242
H 0.237148 1.047098 -1.688134
H -1.110490 1.698771 -0.748119
H 1.499241 1.359901 0.346597
H 0.026719 1.372747 1.320986
H 1.725891 -0.982418 0.652839
H 0.418088 -0.852786 1.857131
H -0.506692 -2.253736 0.017529

Atoms 1-2, force components in eV/Å:
O 0.3 0.1 0.1
C 0.0 -0.1 -0.1

Values from the calculation:
Relative energy (zero: lowest compared OMol25 entry of this formula, charge and spin)   1.07 kcal/mol
Lowest unoccupied orbital energy   0.9 eV
SMILES   O=C1CCCN1
Frontier orbital gap   0.3849 hartree

# 3
Computed, not measured: a structure of composition C25H34AsBrFINOPdSi, with the ωB97M-V functional and the def2-TZVPD basis.

Atoms and positions in Å:
Pd 0.601060 -0.968596 0.154347
C 2.600052 -3.125861 -1.946106
Si 3.287718 -1.688186 -0.952155
C 5.142767 -1.828654 -0.920561
C 2.882376 -0.136764 -1.914451
N 2.445684 -1.643215 0.579328
C 2.899102 -1.707448 1.895228
C 4.264406 -1.684934 2.239825
C 4.701904 -1.795240 3.547378
C 3.801039 -1.906390 4.597924
C 2.448044 -1.910380 4.306742
C 2.037690 -1.819645 2.994188
F 0.681492 -1.827880 2.778911
H 3.198210 -3.328111 -2.836152
H 1.592387 -2.901601 -2.316565
H 2.575383 -4.042121 -1.350161
H 5.476269 -1.837833 -1.961553
H 5.505181 -2.744132 -0.451323
H 5.618462 -0.975542 -0.435973
H 3.366842 -0.179122 -2.894235
H 3.257272 0.746002 -1.392058
H 1.813702 0.014674 -2.100454
H 4.997696 -1.587938 1.458003
H 5.765621 -1.782905 3.743828
H 4.140444 -1.983738 5.620611
H 1.695226 -1.990831 5.079460
Br 1.171254 3.087562 -1.564857
C 0.152458 3.584927 -0.060844
C -0.620391 4.737654 -0.140574
C -1.364678 5.154613 0.950871
C -1.337219 4.429271 2.134257
C -0.571998 3.277753 2.216666
C 0.163285 2.849417 1.114398
I 1.367608 1.174270 1.425624
H -0.623602 5.306800 -1.060069
H -1.957488 6.056041 0.877445
H -1.905392 4.757089 2.993737
H -0.546495 2.708229 3.135729
C 0.023800 -3.968024 0.807284
O -0.076707 -2.965018 -0.232738
H 1.066665 -4.129432 1.076292
H -0.434219 -4.884744 0.440564
H -0.519172 -3.591572 1.665968
H 0.398844 -3.302382 -1.004861
C -2.876630 -1.785032 -0.745644
As -1.694738 -0.284812 -0.456307
C -2.690020 0.711057 0.860638
C -1.869096 0.727833 -2.124458
C -3.209490 1.388690 -2.248196
C -3.406956 2.672554 -1.746732
C -4.654279 3.273756 -1.814045
C -5.723223 2.596738 -2.385080
C -5.533886 1.321148 -2.896212
C -4.284503 0.721294 -2.828147
H -3.877276 -1.403728 -0.943746
H -2.891395 -2.413458 0.142664
H -2.527434 -2.374353 -1.591018
H -3.714338 0.843461 0.515075
H -2.237379 1.684409 1.016432
H -2.679059 0.149852 1.794574
H -1.702260 0.004314 -2.924699
H -1.049730 1.448781 -2.149686
H -2.573169 3.205685 -1.301253
H -4.791924 4.274129 -1.425223
H -6.696210 3.065390 -2.441636
H -6.358072 0.794111 -3.357885
H -4.141541 -0.267849 -3.248310

Atoms 1-2, force components in eV/Å:
Pd -0.8 0.3 0.3
C -0.1 -0.1 0.0

Values from the calculation:
Relative energy (zero: lowest compared OMol25 entry of this formula, charge and spin)   6.24 kcal/mol
Net charge   +1
Lowest unoccupied orbital energy (spin up / spin down)   -3.9 / -3.9 eV
Frontier orbital gap (spin up / spin down)   0.2294 / 0.2294 hartree

# 4
Computed, not measured: a structure of composition C5H7NO2 at a distorted geometry, with the ωB97M-V functional and the def2-TZVPD basis.

Atoms and positions in Å:
C 1.171317 -0.258808 -0.261328
C 0.090198 0.610445 -0.978100
C -0.174001 -1.115302 0.045154
C -0.897720 -0.210458 0.910262
C -0.764563 1.026090 0.212255
H 1.427978 -1.226617 -1.750552
H 1.775116 0.206714 0.496722
H 0.394124 1.093740 -1.943924
H -0.195278 -2.143945 0.199928
H -1.679775 -0.560105 1.567723
H -0.786125 1.433102 2.228317
H -1.661513 1.761870 0.137345
N -0.081134 0.902486 1.598574
O 2.030656 -0.836489 -1.110907
O -0.649282 -0.682724 -1.351471

Atoms 1-2, force components in eV/Å:
C -1.8 0.4 0.5
C 0.1 -1.8 -0.6

Values from the calculation:
Relative energy (zero: lowest compared OMol25 entry of this formula, charge and spin)   99.05 kcal/mol
Lowest unoccupied orbital energy   0.9 eV
Frontier orbital gap   0.3863 hartree

# 5
Computed, not measured: a cluster of 17 separate species, H34O17 in total at a distorted geometry, with the ωB97M-V functional and the def2-TZVPD basis.

Atoms and positions in Å:
O -1.592196 2.064471 2.467039
H -2.202196 1.764471 1.809039
H -2.065196 2.187471 3.331039
O 0.609804 -2.804529 1.094039
H -0.342196 -2.702529 1.103039
H 0.716804 -2.897529 0.148039
O 1.589804 -3.558529 -1.439961
H 1.788804 -3.900529 -2.286961
H 1.234804 -2.709529 -1.642961
O -0.435196 -1.807529 -1.581961
H -1.029196 -2.424529 -1.147961
H -0.768196 -2.054529 -2.484961
O 0.163804 -0.022529 3.374039
H 1.014804 0.062471 3.844039
H -0.115196 0.889471 3.303039
O 0.164804 0.143471 0.224039
H -0.434196 -0.233529 0.877039
H 0.290804 -0.587529 -0.358961
O -3.504196 0.915471 0.875039
H -2.875196 0.235471 0.974039
H -4.105196 0.830471 1.626039
O -1.637196 0.962471 -1.768961
H -1.080196 0.760471 -2.499961
H -1.118196 0.791471 -0.964961
O 1.401804 2.542471 1.886039
H 2.068804 3.147471 2.024039
H 1.797804 1.715471 1.689039
O 3.443804 -1.449529 -0.443961
H 2.891804 -1.091529 -1.139961
H 3.300804 -0.892529 0.320039
O 2.126804 0.130471 -2.080961
H 1.884804 0.996471 -1.695961
H 2.646804 0.294471 -2.862961
O 1.610804 2.426471 -1.091961
H 0.752804 2.743471 -1.133961
H 1.624804 2.009471 -0.219961
O -0.844196 3.318471 0.019039
H -1.738196 2.962471 0.031039
H -0.498196 2.937471 0.828039
O 2.535804 -0.042529 1.557039
H 1.691804 -0.243529 1.188039
H 2.618804 -0.662529 2.321039
O -1.876196 -1.206529 1.467039
H -1.907196 -0.907529 2.378039
H -2.603196 -1.713529 1.253039
O 0.160804 0.230471 -3.740961
H 0.292804 0.949471 -4.347961
H 0.931804 0.255471 -3.093961
O -3.149196 -1.417529 -1.527961
H -2.403196 -0.812529 -1.549961
H -3.034196 -2.124529 -0.902961

Atoms 1-2, force components in eV/Å:
O 0.8 0.5 2.6
H -1.3 -0.2 -0.6

Values from the calculation:
Relative energy (zero: lowest compared OMol25 entry of this formula, charge and spin)   51.96 kcal/mol
Lowest unoccupied orbital energy   -0.5 eV
Frontier orbital gap   0.3378 hartree